Record 1
Here is a structure of composition C44H46Cl2InN7O2SSi from the Open Molecules 2025 dataset. Energies are from wB97M-V/def2-TZVPD.

Properties
HOMO-LUMO gap, eV: 6.5
Energy above the lowest of the compared OMol25 structures with the same formula, charge and spin, kcal/mol: 0.0
Strongest force on any atom, eV Å⁻¹: 0.5
Lowest unoccupied orbital energy, eV: -0.45
E_HOMO, eV: -6.98

```
! wB97M-V def2-TZVPD RIJCOSX def2/J DEFGRID3
* xyz 0 1
H 1.4111 3.1739 0.7257
H 0.4387 -0.0768 6.0255
H -5.3814 3.4220 3.7647
O 1.3719 -3.1705 2.4619
H 0.2307 2.1724 4.9419
H -5.5984 -2.0411 6.0063
H -1.1931 -3.4697 -1.2518
H 3.0727 2.2653 -3.7583
H -5.8017 -1.2233 4.4549
C -2.2620 -0.8667 -3.8673
H -2.4767 -2.1027 5.9114
N 0.6546 0.2959 2.1927
H -3.9111 0.0314 3.6629
H -6.0303 3.7684 0.1124
C -5.0636 -1.5694 5.1816
C -3.6980 2.0647 1.9204
Si -2.5815 0.2939 -5.3378
H -5.0447 -0.1417 -5.4178
C 0.5053 0.0304 4.9504
C -2.2358 -3.1715 -3.1033
C -4.1054 -2.5871 4.5565
In 0.0275 -0.0339 -0.2143
H 0.8572 -2.0656 4.5462
H 2.3847 5.0604 -0.5579
H -5.5192 -4.1674 4.9859
C -3.7111 3.3974 1.5349
C 1.9520 -2.8882 -2.7632
C -4.4137 0.7496 -5.4026
C -4.3115 5.6217 2.4900
H -4.9021 5.0930 -0.1916
H -3.6791 6.1761 1.7968
H -5.1364 6.2716 2.7852
H -2.7871 -1.6316 -6.9452
C -3.3599 -0.6647 3.0489
C -1.5125 1.8388 -5.3916
H -1.2587 -2.9301 0.8729
H -4.5313 -0.7075 5.5882
N -1.5975 1.6800 0.8684
C 1.3399 -2.7214 -0.4201
H -2.4527 -4.2186 -3.2608
C -3.3697 -2.0197 3.3542
C -2.5810 -2.2081 -4.0430
C 0.7268 -1.0705 4.1454
H -2.5566 4.8493 0.4150
H 1.1910 -4.5874 0.6272
C -2.6215 3.8343 0.7826
C -2.6124 -0.1919 1.9745
C -5.8658 3.7112 2.8294
H -3.0889 -2.5174 -4.9506
N -1.8587 -0.9986 1.2298
C -1.6392 -0.5332 -2.6423
H 3.2097 4.6194 -2.8815
H -1.1246 -1.0505 -6.8494
C 1.9748 -4.2717 -2.6482
C 1.6995 -4.8778 -1.4300
C -3.0486 -2.9805 5.6025
H -2.5754 -3.9170 2.6958
H -4.2769 -4.6502 3.8366
C 1.3863 -4.1059 -0.3183
H -4.6262 1.3218 -6.3092
H -1.8133 2.5695 -4.6430
N 1.5720 -0.7186 -1.6427
H -6.3572 2.8368 2.3997
C -2.6180 -2.8503 2.5259
C 0.4688 1.3577 2.9756
H -3.7245 5.3863 3.3799
C -5.5883 4.6688 0.5424
C -1.8805 -2.3021 1.4960
H -4.7086 1.3570 -4.5446
H -0.4668 1.5881 -5.2045
H -5.5885 -3.5813 3.3178
H -1.5819 2.3040 -6.3790
C 0.8013 -0.8995 2.7676
C -1.5517 -2.7553 -1.9831
H -2.3266 -0.1525 -7.7811
H -4.5348 1.6408 2.4531
C -4.9174 -3.8240 4.1437
H -6.3870 5.3911 0.7218
C 2.1147 1.5454 -2.0053
N 1.6324 1.7984 -0.7838
N -1.2848 -1.4718 -1.7439
Cl 1.7443 -6.6024 -1.2634
H -2.3512 -3.7181 5.2034
C 1.6388 -2.0996 -1.6629
S -1.3042 1.0840 -2.1284
H -6.6416 4.4402 3.0655
C 2.7777 3.8255 -2.2862
C -1.6150 2.9471 0.4625
C -2.6258 1.2391 1.5865
H -3.5335 -3.4044 6.4841
C 2.6942 2.5386 -2.7838
N 0.9839 -1.8474 0.6042
H 0.3714 2.3136 2.4792
Cl 2.3535 -5.2194 -4.0467
C 2.1217 0.1144 -2.5212
C -2.1697 -0.7341 -6.8696
C 1.7579 3.0289 -0.2908
O 2.6800 -0.1269 -3.5892
C 1.0800 -2.1125 1.9020
C 2.3157 4.0767 -1.0012
C -4.8641 4.3363 1.8562
H -0.7905 3.2567 -0.1669
H 2.1788 -2.4183 -3.7075
C 0.3879 1.2790 4.3533
*
```


Record 2
Here is a structure of composition C44H46N6O4S2Sb2V from the Open Molecules 2025 dataset. Energies are from wB97M-V/def2-TZVPD.

Properties
HOMO-LUMO gap (spin up / spin down), eV: 7.2 / 7.3
Energy above the lowest of the compared OMol25 structures with the same formula, charge and spin, kcal/mol: 16.1
Strongest force on any atom, eV Å⁻¹: 0.7
Lowest unoccupied orbital energy (spin up / spin down), eV: -0.08 / -0.09
E_HOMO (spin up / spin down), eV: -7.28 / -7.41

```
! wB97M-V def2-TZVPD RIJCOSX def2/J DEFGRID3
* xyz 0 4
C 1.3716 -2.4912 6.2564
C 1.0919 -0.0295 -6.1622
N -2.5723 3.4681 2.1547
C 3.0741 -2.0035 4.6450
C 1.9167 0.3388 -3.9129
C -3.6984 -0.2612 -2.4517
O 0.0141 2.6450 4.8329
C -1.8968 -2.8502 -4.0464
H 2.5242 -1.0652 -0.1249
C -2.7763 -0.7961 2.7738
H 2.5746 -3.0744 -1.7811
Sb 1.5778 0.7425 -1.8224
H 3.8654 2.3994 3.3779
C 0.8685 0.2979 -4.8277
C 2.7213 -2.3476 5.9482
H -3.4355 -4.1531 -1.3302
C 3.6765 4.3881 -0.5339
C 2.3477 1.9916 4.9042
H -2.3716 3.1077 -3.7088
C -1.8895 1.2344 -2.7926
H -6.0675 -0.4535 0.8781
C -3.8578 -1.5580 3.2023
H 3.8721 0.7262 3.9147
H -2.7716 2.1107 3.5807
O 0.2253 -1.0041 1.6664
H 4.4048 -3.4234 6.7379
C -2.2629 -2.9917 -2.7082
N -1.5189 -0.7673 3.4054
Sb -1.4473 -1.6804 -1.1967
H 3.7986 4.8991 0.4137
N -2.5759 4.6517 0.2103
H -1.2101 -2.0634 -4.3430
C 0.9734 2.1213 4.2670
C 2.6203 -1.0136 -1.2090
S -0.4517 -1.7563 2.7488
O 2.5332 0.7643 1.5622
H 3.3459 -2.7421 7.9724
C -2.7647 2.1624 -3.3514
H -3.0460 4.2600 2.5680
H 4.1208 -1.8878 4.3873
H -1.3263 2.9207 3.6952
N -2.8749 0.0376 1.7296
N 0.9557 1.5935 3.0142
H 4.0382 0.0552 -3.6827
C -5.0517 -1.4350 2.5153
H -5.9114 -2.0198 2.8174
C -3.2936 -4.7103 -4.6622
C 3.4305 -0.2883 -5.7003
H 0.2596 -0.0566 -6.8550
O -0.9909 -3.0350 2.3732
C 3.0067 3.1735 -0.5730
C 3.7825 -2.5632 6.9909
H -0.8541 1.5206 -2.6921
H -2.1129 -3.5749 -6.0515
C -4.1168 1.8838 -3.4533
H -4.1032 -1.2103 -2.1117
C -3.6595 -4.8667 -3.3347
C -4.5830 0.6597 -2.9905
H 3.6800 -0.9772 -1.4616
H 4.7028 5.8957 -1.6714
C 2.2268 1.2530 2.6360
H -5.6356 0.4124 -3.0610
H -3.4315 5.0954 0.5024
C 3.2006 0.0372 -4.3725
C 0.7716 -1.9542 4.0069
H 3.2127 2.5731 -3.8967
S -0.9442 2.5895 0.2058
H 2.3823 -1.5114 2.6644
H -4.0267 0.8341 0.2230
H -0.1452 0.5096 -4.5109
C 2.3726 -0.3232 -6.6006
H 2.2803 1.2112 5.6661
H 4.4408 -1.6963 7.0655
H 0.6294 -2.9060 -0.3604
H 4.3868 4.7091 -3.8224
C 3.2302 1.5868 3.7349
C 3.3377 3.0631 -2.9398
H 1.8944 -2.0271 -2.9873
C -4.0280 0.1604 1.0728
C 2.1097 -1.8012 3.6706
H 2.6209 2.9193 5.4035
H -3.6926 -5.3726 -5.4200
C -2.4067 -3.6997 -5.0163
C 0.3946 -2.3016 5.2928
C 0.5528 -2.6099 -1.4115
H 2.5495 -0.5813 -7.6371
C -3.1419 -4.0126 -2.3654
H 2.6159 2.7536 0.3432
H -3.7385 -2.2280 4.0409
H -4.3455 -5.6545 -3.0486
N -2.0202 2.5263 3.0387
H -4.7983 2.6028 -3.8909
H -0.6534 -2.4024 5.5428
H 0.2476 -3.4929 -1.9760
C 4.0047 4.2824 -2.9030
C -5.1478 -0.5632 1.4348
C 4.1808 4.9474 -1.6997
C 2.8384 2.4842 -1.7745
H -2.3675 4.6748 -0.7742
H 1.0814 -2.7519 7.2670
C 1.9349 -2.1928 -1.9084
V -0.8853 0.8837 2.0415
C -2.3235 -0.0062 -2.3453
H 4.4352 -0.5173 -6.0339
C -2.0818 3.5986 0.9018
*
```


Q: What is the strongest force on any atom in the second record?
A: 0.7 eV Å⁻¹


Q: Among the records above, which one has the highest energy above the lowest of the compared OMol25 structures with the same formula, charge and spin?
A: C44H46N6O4S2Sb2V


Q: Look up the energy above the lowest of the compared OMol25 structures with the same formula, charge and spin of the second one.
A: 16.1 kcal/mol


Q: The lowest energy above the lowest of the compared OMol25 structures with the same formula, charge and spin belongs to which entry?
A: C44H46Cl2InN7O2SSi